Computed, not measured: the molecule C10H9F at a distorted geometry, with wB97M-V/def2-TZVPD.

```
20
Properties=species:S:1:pos:R:3:forces:R:3
C 2.53599 0.32222 0.26809 0.8 0.3 -0.2
C 2.42372 -0.98333 -0.14261 0.3 0.5 1.7
C 1.42138 1.07165 0.25827 -1.5 2.4 2.3
C 1.20250 -1.58179 -0.15702 0.1 -1.4 -0.6
C 0.16291 0.48789 0.16467 -0.2 -1.2 -1.9
C 0.04421 -0.93031 0.00077 -1.8 3.0 0.0
C -0.95473 1.31875 -0.08526 -2.8 0.4 0.9
C -1.12258 2.65192 -0.07380 3.0 -1.1 -0.9
C -1.35518 -1.61320 -0.08052 1.2 0.4 0.7
C -2.46953 -0.76102 -0.44553 1.3 1.9 3.9
F -3.45489 -0.66281 0.49366 0.4 -0.5 -0.8
H 3.37746 0.81003 0.72546 0.9 -0.3 -0.6
H 3.23971 -1.60288 -0.01311 1.8 -1.2 -0.4
H 1.46258 2.13889 0.66405 -0.1 -1.4 -1.0
H 1.14041 -2.62887 -0.23909 0.2 -1.3 -0.4
H -2.00272 3.20465 -0.09462 -1.7 0.4 -0.1
H -0.21065 3.33000 -0.23392 -1.0 -1.0 0.5
H -1.19282 -2.48071 -0.68873 -0.2 -0.6 -0.6
H -1.64937 -1.95635 0.90014 0.2 -0.4 0.5
H -2.59839 -0.13471 -1.22090 -0.8 1.3 -3.1
```
Positions in Å, forces in eV/Å.

Summary:
Orbital gap (alpha / beta): 7.312 / 7.313 eV
Molar mass: 148.2 g/mol
LUMO level (alpha / beta): -0.203 / -0.202 eV

natural (NBO) population analysis, charges in e, atoms 1 to 8:
1. C -0.204
2. C -0.198
3. C -0.177
4. C -0.221
5. C -0.158
6. C 0.048
7. C 0.023
8. C -0.475



Computed, not measured: a structure of composition C20H43N2P3STi at a distorted geometry, with wB97M-V/def2-TZVPD.

```
70
Properties=species:S:1:pos:R:3:forces:R:3
Ti 0.00917 -0.25751 -0.14143 -1.6 4.7 1.3
P -1.43781 1.69031 -1.09109 0.1 -0.2 -0.6
P -0.67742 -2.45046 0.15144 -0.1 -1.7 -0.1
P 0.92996 -0.59136 -2.40214 -0.5 -0.5 -1.0
H -0.15161 1.68943 3.94911 -0.7 0.0 -0.5
C 0.73838 1.62368 3.34893 0.7 -1.6 -0.1
C 1.03722 2.40030 2.30972 -0.1 0.0 -2.2
H 0.28788 2.80639 1.55353 0.6 0.6 2.0
C -2.23374 2.96328 -0.07191 0.1 0.3 0.5
C -2.88596 0.72032 -1.65614 -0.3 0.0 0.0
C -0.75316 2.64445 -2.49120 0.0 0.4 -0.4
C 0.57023 -3.45578 0.98822 0.0 -1.0 -0.2
C -2.13442 -2.59530 1.19487 -0.2 -0.1 0.2
C -1.22085 -3.21814 -1.37922 0.0 -0.6 0.0
C 2.17757 0.61193 -2.97464 -0.2 0.2 -0.2
C -0.46796 -0.68160 -3.61251 -0.1 0.1 -1.0
C 1.90374 -2.07836 -2.73934 0.7 -1.2 0.2
H 1.30310 0.67073 3.59820 0.3 2.0 0.3
H 2.04788 2.48317 1.84700 -0.9 -0.5 0.9
H -1.56537 3.26262 0.74278 -0.2 0.1 -0.1
H -3.16968 2.58428 0.35634 0.3 0.0 -0.1
H -2.46970 3.85155 -0.67395 0.1 -0.3 0.1
H -3.54850 0.54888 -0.79265 0.2 0.1 -0.3
H -2.65138 -0.25555 -2.09758 0.0 0.3 0.0
H -3.43294 1.32553 -2.38938 0.0 -0.2 0.1
H 0.21377 3.07794 -2.18302 -0.4 -0.1 -0.1
H -1.43786 3.48067 -2.71116 0.3 -0.3 -0.1
H -0.58614 2.06897 -3.42176 -0.2 0.4 0.7
H 0.21739 -4.48688 0.95566 0.1 -0.2 0.2
H 0.67721 -3.11839 2.03159 -0.1 -0.2 -0.4
H 1.55968 -3.38065 0.50458 -0.7 -0.3 0.2
H -2.41869 -3.64577 1.06109 -0.3 0.2 0.4
H -2.94639 -1.93018 0.86260 0.3 -0.4 0.1
H -1.87657 -2.39300 2.24426 -0.2 -0.1 -0.4
H -1.73921 -4.11843 -1.03434 0.0 -0.2 -0.6
H -0.36347 -3.45899 -2.01866 -0.3 -0.1 0.1
H -1.92771 -2.57186 -1.91946 0.2 -0.3 0.3
H 2.88939 0.04833 -3.57935 -0.2 0.6 -0.3
H 2.72328 0.99410 -2.10686 -0.1 0.0 -0.1
H 1.72221 1.44542 -3.51461 0.3 -0.1 0.0
H -0.08281 -1.03478 -4.60475 -0.3 0.4 0.8
H -0.98350 0.28492 -3.74374 0.5 -0.4 -0.1
H -1.28836 -1.36414 -3.32542 0.8 0.1 0.0
H 2.90790 -1.74214 -3.06351 -0.6 -0.4 0.1
H 1.44775 -2.69236 -3.54714 0.3 0.3 0.6
H 2.08063 -2.69344 -1.83610 -0.3 0.1 -0.5
C 3.39227 -0.37130 0.48010 -0.8 -0.8 0.5
C 4.51771 -1.23740 0.30713 0.7 0.6 0.1
C 5.76196 -0.60957 0.14187 -0.9 -1.5 0.1
C 5.91044 0.78565 0.19993 0.0 0.8 0.0
C 4.78069 1.61396 0.26128 -1.4 -0.2 0.2
C 3.52548 1.01942 0.41467 0.9 1.9 -0.3
S 1.81951 -0.95933 0.95865 3.1 0.0 0.5
H 1.15926 0.58893 -0.90970 0.1 0.3 0.5
H 4.38539 -2.33403 0.36310 0.3 0.8 -0.1
H 6.64647 -1.21621 -0.01400 -0.1 0.0 0.1
H 6.90233 1.25463 0.24250 -0.4 -0.4 -0.2
H 4.82636 2.70392 0.23712 0.3 -0.4 0.1
H 2.62987 1.63780 0.59340 0.8 -0.6 -0.5
C -3.43582 1.91672 3.92463 -0.1 0.4 0.3
N -3.36788 0.76471 2.97314 0.6 -0.2 0.1
C -4.39945 -0.32038 3.14894 0.1 -0.3 -0.3
C -2.27816 0.53681 2.26990 0.2 -0.3 -0.4
N -1.32545 0.29583 1.60757 -1.5 -0.1 0.4
H -4.25986 1.72811 4.62786 0.4 -0.1 -0.3
H -3.68829 2.86511 3.42030 0.4 -0.5 0.0
H -2.51109 1.98285 4.52153 -0.4 0.1 -0.4
H -5.08189 -0.36441 2.27110 0.7 -0.1 0.5
H -3.88540 -1.28347 3.36234 -0.5 0.6 -0.3
H -5.01759 -0.06050 4.01977 0.4 -0.1 -0.3
```
Positions in Å, forces in eV/Å.

Summary:
Net charge: +3
Orbital gap (alpha / beta): 7.228 / 4.957 eV
2S+1: 2
Relative energy (zero: lowest compared OMol25 entry of this formula, charge and spin): 57.1 kcal/mol
Molar mass: 484.4 g/mol
LUMO level (alpha / beta): -9.944 / -12.201 eV

natural (NBO) population analysis, charges in e, atoms 1 to 8:
1. Ti 1.176
2. P 0.864
3. P 0.816
4. P 0.894
5. H 0.197
6. C -0.329
7. C -0.390
8. H 0.184